No. 1
Computed, not measured: one molecule with the formula C7H9ClN2 in a non-equilibrium geometry, with ωB97M-V/def2-TZVPD.

Orbital gap in eV: 9.004
2S+1: 1
Structure (SMILES): Cl/N=N\C[C@@H]1C=CC=CC1

Geometry (Å):
Cl 4.36 -0.40 -0.58
N 3.54 0.69 0.60
N 2.38 0.97 0.52
C 1.33 0.50 -0.41
C -0.03 0.83 0.22
C -0.20 -0.24 1.25
C -1.18 -1.18 1.30
C -2.02 -1.27 0.15
C -1.98 -0.42 -0.88
C -1.15 0.82 -0.86
H 1.38 -0.64 -0.41
H 1.50 0.86 -1.46
H 0.03 1.73 0.88
H 0.67 -0.28 1.95
H -1.05 -1.98 2.01
H -2.70 -2.09 0.01
H -2.53 -0.64 -1.84
H -0.60 1.05 -1.76
H -1.74 1.70 -0.71



No. 2
Computed, not measured: C40H41BF2O3P2S5Sn as an isolated structure, with ωB97M-V/def2-TZVPD.

Charge: -2
Orbital gap in eV: 5.390
2S+1: 1

Geometry (Å):
Sn 0.19 0.93 1.16
S -2.71 1.67 1.54
P -2.61 0.76 -0.26
C -1.04 0.33 -0.72
P -0.57 -1.14 -1.45
S -0.01 -2.70 -0.36
C -1.83 -1.68 -2.70
C -2.33 -2.97 -2.70
C -3.27 -3.36 -3.65
C -3.71 -2.45 -4.61
C -3.21 -1.16 -4.61
C -2.27 -0.78 -3.66
C 0.75 -0.76 -2.68
C 0.86 0.53 -3.20
C 1.71 0.79 -4.27
C 2.47 -0.24 -4.82
C 2.40 -1.51 -4.27
C 1.54 -1.77 -3.21
C -3.36 1.98 -1.42
C -4.67 2.44 -1.27
C -5.17 3.41 -2.12
C -4.37 3.96 -3.11
C -3.06 3.53 -3.25
C -2.56 2.54 -2.41
C -3.83 -0.61 -0.24
C -3.62 -1.59 0.73
C -4.46 -2.69 0.80
C -5.53 -2.82 -0.08
C -5.74 -1.85 -1.05
C -4.89 -0.75 -1.13
H -1.98 -3.66 -1.94
H -3.67 -4.37 -3.64
H -4.44 -2.75 -5.35
H -3.54 -0.44 -5.35
H -1.88 0.24 -3.67
H 0.30 1.33 -2.73
H 1.79 1.80 -4.66
H 3.14 -0.04 -5.65
H 3.02 -2.31 -4.67
H 1.48 -2.76 -2.76
H -5.28 2.04 -0.47
H -6.20 3.76 -1.99
H -4.76 4.73 -3.77
H -2.42 3.97 -4.00
H -1.53 2.20 -2.49
H -2.78 -1.50 1.40
H -4.27 -3.46 1.54
H -6.18 -3.69 -0.02
H -6.55 -1.96 -1.76
H -5.05 -0.02 -1.91
C 1.67 0.37 4.69
C 2.83 1.37 4.62
S 2.79 2.47 3.17
C 2.18 4.01 3.91
C 0.88 3.90 4.71
S -0.50 3.37 3.65
C -1.49 2.42 4.83
C -1.09 0.97 5.03
S 0.43 0.67 5.99
H 2.08 -0.63 4.84
H 1.15 0.33 3.74
H 3.76 0.82 4.52
H 2.89 1.99 5.52
H 2.04 4.68 3.06
H 2.95 4.45 4.55
H 0.65 4.87 5.15
H 1.00 3.18 5.52
H -2.50 2.45 4.41
H -1.52 2.95 5.79
H -0.99 0.47 4.06
H -1.89 0.46 5.58
C 5.53 -4.95 2.97
O 5.92 -4.41 1.73
C 5.27 -3.26 1.33
C 5.60 -2.83 0.03
C 4.97 -1.70 -0.45
C 4.01 -0.98 0.29
C 3.35 0.13 -0.36
C 4.04 0.81 -1.53
O 2.24 0.59 -0.06
C 3.73 -1.37 1.65
O 3.01 -0.71 2.43
C 4.39 -2.58 2.11
H 6.08 -5.89 3.08
H 4.46 -5.14 3.01
H 5.79 -4.28 3.80
H 6.30 -3.40 -0.57
H 5.20 -1.39 -1.46
H 3.96 0.18 -2.42
H 5.09 0.99 -1.33
H 3.52 1.74 -1.73
H 4.13 -2.89 3.11
F 1.07 3.24 -1.02
B 0.51 3.07 0.20
F 0.23 4.28 0.75



No. 3
Computed, not measured: C6H8MnOP as an isolated structure in a non-equilibrium geometry, with ωB97M-V/def2-TZVPD.

Charge: +1
Orbital gap (spin up / spin down) in eV: 8.569 / 7.859
2S+1: 4
⟨S²⟩: 3.8314

Geometry (Å):
C -1.36 0.02 -0.60
C -0.81 -1.32 -0.86
C 0.22 -1.16 -1.86
C 0.47 0.23 -2.02
C -0.52 0.98 -1.23
Mn 0.63 -0.14 0.06
P 0.30 -0.43 2.49
H -2.27 0.19 -0.05
H -1.07 -2.24 -0.33
H 0.54 -1.97 -2.50
H -0.61 2.07 -1.24
H 1.14 0.66 -2.74
H 1.40 -0.30 3.45
H -0.46 -1.49 3.12
H -0.45 0.73 2.97
O 1.48 2.66 0.81
C 1.38 1.52 0.54



No. 4
Computed, not measured: one molecule with the formula C4H7N3, with ωB97M-V/def2-TZVPD.

Orbital gap in eV: 10.108
2S+1: 1
Structure (SMILES): Cc1cn(C)nn1

Geometry (Å):
C 1.86 -1.52 0.00
C 0.91 -0.50 0.55
C -0.42 -0.49 0.25
N -0.81 0.79 0.40
C -1.87 1.38 -0.40
N 0.23 1.54 0.82
N 1.26 0.76 0.94
H 2.90 -1.23 0.17
H 1.70 -2.54 0.36
H 1.69 -1.53 -1.09
H -1.10 -1.24 -0.12
H -1.93 2.45 -0.20
H -2.83 0.90 -0.21
H -1.60 1.25 -1.45



Taking the records one at a time from the top gives energy relative to the best compared isomer or geometry (same formula, charge and spin) values of 83.1 0.0 0.0 28.5 kcal per mole.
Taking the records one at a time from the top gives E_tot values of -22904.114 -132990.573 -48999.144 -8730.445 eV.